(1)
C17H26N4O3 in the gas phase, computed with the ωB97M-V functional and the def2-TZVPD basis.

Largest force on an atom = 0.3 eV/Å
LUMO energy = 0.71 eV
Highest occupied orbital energy = -8.854 eV
Orbital gap = 9.57 eV
Net charge = 0

Structure (XYZ):
```
50
C17H26N4O3 (the ωB97M-V functional and the def2-TZVPD basis)
C -1.53 -1.62 2.68
N -2.06 -1.52 1.33
C -3.46 -1.92 1.31
C -4.03 -1.91 -0.10
C -3.88 -0.52 -0.71
C -2.43 -0.08 -0.63
C -1.90 -0.17 0.81
C -0.43 0.23 0.74
O 0.43 -0.59 0.48
N -0.13 1.56 0.85
C 1.30 1.86 0.71
C 1.75 1.86 -0.76
C 3.12 1.24 -0.94
O 4.08 1.88 -1.34
N 3.17 -0.07 -0.62
C 4.38 -0.85 -0.74
C 4.31 -1.88 -1.82
N 4.54 -3.14 -1.72
C 4.34 -3.63 -3.01
C 4.00 -2.61 -3.81
O 3.97 -1.47 -3.06
C -1.05 2.50 1.46
C -0.72 3.95 1.58
C -1.84 3.49 0.68
H -0.46 -1.41 2.68
H -2.03 -0.94 3.38
H -1.66 -2.64 3.05
H -3.52 -2.93 1.74
H -4.07 -1.26 1.96
H -3.48 -2.64 -0.71
H -5.07 -2.22 -0.07
H -4.23 -0.51 -1.74
H -4.51 0.18 -0.15
H -1.81 -0.72 -1.26
H -2.32 0.95 -0.98
H -2.47 0.54 1.43
H 1.49 2.82 1.18
H 1.85 1.11 1.27
H 1.03 1.28 -1.34
H 1.78 2.87 -1.16
H 2.32 -0.51 -0.29
H 5.19 -0.14 -0.96
H 4.62 -1.37 0.18
H 4.46 -4.67 -3.25
H 3.76 -2.51 -4.86
H -1.54 2.10 2.34
H -0.96 4.44 2.51
H 0.16 4.34 1.09
H -1.64 3.54 -0.39
H -2.86 3.68 0.96
```

---

(2)
A molecular structure, C4H5NO, computed with the ωB97M-V functional and the def2-TZVPD basis.

Largest force on an atom = 0.8 eV/Å
LUMO energy = 0.12 eV
Highest occupied orbital energy = -9.476 eV
Orbital gap = 9.60 eV
Net charge = 0

Structure (XYZ):
```
11
C4H5NO (the ωB97M-V functional and the def2-TZVPD basis)
N 2.97 0.41 0.53
C 1.98 -0.08 0.18
C 0.71 -0.67 -0.24
C -0.46 0.09 0.37
C -0.98 1.30 -0.31
O -1.74 -0.39 -0.08
H 0.69 -1.72 0.06
H 0.64 -0.61 -1.33
H -0.47 0.02 1.46
H -1.57 1.86 0.43
H -1.78 -0.21 -1.05
```

---

(3)
A gas-phase ion, C5H2BrO2 (charge -1) at a distorted geometry, computed with the ωB97M-V functional and the def2-TZVPD basis.

Largest force on an atom = 9.3 eV/Å
LUMO energy = 3.32 eV
Highest occupied orbital energy = -4.652 eV
Orbital gap = 7.97 eV
Net charge = -1

Structure (XYZ):
```
10
C5H2BrO2 (the ωB97M-V functional and the def2-TZVPD basis)
C -2.75 -0.94 -0.32
C -1.74 -0.32 -0.11
C -0.66 0.39 0.28
C 0.79 0.02 -0.18
Br 0.94 -1.41 -1.43
C 2.10 0.80 0.30
O 1.84 1.79 0.95
O 3.16 0.36 -0.08
H -3.25 -1.83 -0.49
H -0.42 1.13 1.08
```

---

(4)
2 unconnected molecules or ions with the total composition C3H11N2 at a distorted geometry, computed with the ωB97M-V functional and the def2-TZVPD basis.

Largest force on an atom = 1.2 eV/Å
⟨S²⟩ = 2.0037
LUMO energy (alpha / beta) = -3.09 / -5.46 eV
Highest occupied orbital energy (alpha / beta) = -11.397 / -16.334 eV
Orbital gap (alpha / beta) = 8.31 / 10.88 eV
Net charge = +1
Multiplicity = 3

Structure (XYZ):
```
16
C3H11N2 (the ωB97M-V functional and the def2-TZVPD basis)
C 0.73 0.96 -1.12
C -1.48 0.24 -0.49
C 0.39 -0.26 0.98
N -0.02 -1.41 1.59
N -0.04 -0.08 -0.41
H 0.59 1.92 -0.63
H 1.79 0.70 -1.09
H 0.40 1.03 -2.16
H -1.81 0.24 -1.53
H -2.07 -0.48 0.07
H -1.65 1.24 -0.08
H 2.51 -0.02 0.50
H 0.32 0.64 1.57
H 0.09 -1.44 2.59
H 0.13 -2.30 1.14
H 0.12 -0.97 -0.90
```

---

(5)
A molecular structure, C3H7NO3 at a distorted geometry, computed with the ωB97M-V functional and the def2-TZVPD basis.

Largest force on an atom = 1.9 eV/Å
LUMO energy (alpha / beta) = -1.04 / -0.95 eV
Highest occupied orbital energy (alpha / beta) = -9.190 / -8.388 eV
Orbital gap (alpha / beta) = 8.15 / 7.43 eV
Net charge = 0

Structure (XYZ):
```
14
C3H7NO3 (the ωB97M-V functional and the def2-TZVPD basis)
C -0.27 0.23 2.14
O -1.60 0.05 2.15
H -1.94 0.28 1.26
H 0.20 -0.15 3.04
H 0.09 1.20 1.79
H 0.28 -0.60 1.18
C 0.40 0.05 -2.26
C -0.17 -0.10 -0.87
N 0.74 -0.71 0.01
O 1.98 -0.59 -0.07
O -1.34 0.09 -0.58
H -0.34 0.55 -2.88
H 1.32 0.62 -2.21
H 0.64 -0.92 -2.69
```

---

(6)
4 unconnected molecules or ions with the total composition C24H60N9O6 at a distorted geometry, computed with the ωB97M-V functional and the def2-TZVPD basis.

Largest force on an atom = 6.5 eV/Å
LUMO energy = -3.41 eV
Highest occupied orbital energy = -9.409 eV
Orbital gap = 6.00 eV
Net charge = +1

Structure (XYZ):
```
99
C24H60N9O6 (the ωB97M-V functional and the def2-TZVPD basis)
C 4.70 3.48 -8.61
C 3.53 4.39 -9.32
C 2.50 4.92 -8.13
C 1.59 6.14 -8.82
N 0.40 6.51 -7.97
C -0.86 5.78 -8.37
N -1.19 4.44 -7.73
C -2.53 4.03 -8.34
N -3.20 2.86 -7.99
N -4.42 2.49 -8.54
N -2.99 5.13 -9.32
N -1.99 6.14 -9.31
H 5.18 2.80 -9.45
H 4.16 2.84 -7.76
H 5.47 4.24 -8.13
H 3.96 5.34 -9.84
H 2.85 3.78 -10.08
H 3.11 5.46 -7.26
H 1.84 4.07 -7.67
H 2.32 7.09 -8.81
H 1.34 5.93 -9.95
H 0.64 6.11 -7.01
H -2.72 2.24 -7.29
H -5.01 1.93 -7.86
H -4.96 3.36 -8.84
H -3.89 5.12 -9.87
H -2.00 7.03 -9.87
C -3.58 -0.77 -0.67
O -4.27 0.48 -0.65
C -3.39 1.61 -0.62
C -3.48 2.38 -1.95
N -2.88 1.62 -3.05
C -3.16 2.19 -4.37
C -4.63 2.21 -4.84
O -5.18 0.91 -5.07
C -5.71 0.27 -3.91
H -4.32 -1.56 -0.53
H -3.09 -0.92 -1.63
H -2.85 -0.82 0.15
H -2.36 1.32 -0.39
H -3.74 2.26 0.18
H -2.96 3.34 -1.84
H -4.54 2.59 -2.14
H -3.24 0.67 -3.03
H -2.59 1.59 -5.09
H -2.76 3.21 -4.42
H -4.66 2.72 -5.81
H -5.28 2.79 -4.18
H -6.12 0.99 -3.19
H -4.94 -0.34 -3.44
H -6.51 -0.40 -4.23
C -4.09 -0.83 3.54
O -2.76 -0.85 3.03
C -2.00 0.29 3.44
C -0.88 -0.13 4.41
N -1.43 -0.53 5.71
C -0.46 -1.19 6.59
C 0.13 -2.54 6.11
O -0.83 -3.60 6.08
C -1.59 -3.67 4.88
H -4.64 -1.65 3.06
H -4.10 -1.00 4.62
H -4.59 0.11 3.30
H -2.62 1.09 3.87
H -1.53 0.70 2.54
H -0.19 0.71 4.56
H -0.33 -0.95 3.95
H -2.20 -1.18 5.56
H -0.96 -1.36 7.55
H 0.37 -0.49 6.78
H 0.88 -2.84 6.85
H 0.66 -2.46 5.16
H -1.02 -3.33 4.01
H -2.51 -3.10 4.99
H -1.87 -4.71 4.72
C 4.77 -3.59 5.11
O 4.09 -3.56 6.37
C 3.31 -4.74 6.61
C 3.93 -5.56 7.76
N 5.19 -6.18 7.35
C 5.95 -6.75 8.47
C 6.47 -5.77 9.55
O 7.48 -4.88 9.08
C 6.98 -3.70 8.46
H 5.20 -2.61 4.94
H 5.57 -4.33 5.13
H 4.07 -3.81 4.30
H 3.18 -5.35 5.71
H 2.32 -4.40 6.92
H 3.23 -6.34 8.06
H 4.08 -4.88 8.60
H 5.78 -5.47 6.90
H 6.82 -7.26 8.03
H 5.35 -7.53 8.95
H 6.95 -6.38 10.32
H 5.66 -5.23 10.05
H 6.03 -3.37 8.89
H 6.88 -3.85 7.38
H 7.71 -2.90 8.61
```

---

(7)
A molecular structure, C28H26Br2MnN3O3SSb at a distorted geometry, computed with the ωB97M-V functional and the def2-TZVPD basis.

Largest force on an atom = 1.3 eV/Å
⟨S²⟩ = 6.1037
LUMO energy (alpha / beta) = -4.46 / -3.51 eV
Highest occupied orbital energy (alpha / beta) = -10.780 / -10.869 eV
Orbital gap (alpha / beta) = 6.32 / 7.36 eV
Net charge = +1
Multiplicity = 5

Structure (XYZ):
```
65
C28H26Br2MnN3O3SSb (the ωB97M-V functional and the def2-TZVPD basis)
Mn 0.33 -0.93 -0.11
C 0.98 2.73 0.33
C 0.67 2.02 1.61
C 0.61 2.73 2.82
C 0.36 2.09 4.00
C 0.17 0.69 4.00
C -0.07 -0.11 5.14
Br -0.20 0.69 6.85
C -0.23 -1.46 5.03
C -0.16 -2.09 3.78
Br -0.38 -3.96 3.64
C 0.05 -1.36 2.63
O 0.10 -1.90 1.42
C 0.23 0.04 2.75
N 0.46 0.71 1.57
H 0.44 3.68 0.27
H 0.73 2.11 -0.53
H 2.05 2.96 0.29
H 0.76 3.80 2.80
H 0.30 2.63 4.93
H -0.40 -2.06 5.91
O 0.26 0.62 -4.22
S -0.35 0.12 -3.02
O -1.00 -1.16 -3.10
N 0.73 0.00 -1.77
C 2.09 0.34 -1.94
C 2.64 1.22 -2.85
C 4.03 1.46 -2.87
C 4.88 0.85 -2.00
C 4.36 -0.05 -1.04
C 5.15 -0.73 -0.10
C 4.56 -1.58 0.80
C 3.17 -1.74 0.78
N 2.40 -1.12 -0.10
C 2.97 -0.29 -1.02
C -1.61 1.31 -2.52
C -1.95 1.52 -1.20
C -3.00 2.37 -0.88
C -3.70 3.00 -1.90
C -3.34 2.80 -3.23
C -2.29 1.95 -3.54
H 2.01 1.72 -3.57
H 4.41 2.16 -3.60
H 5.94 1.04 -2.02
H 6.22 -0.56 -0.09
H 5.15 -2.14 1.52
H 2.68 -2.38 1.50
H -1.39 1.06 -0.40
H -3.27 2.54 0.15
H -4.53 3.65 -1.66
H -3.88 3.30 -4.02
H -2.00 1.77 -4.57
C -2.01 -4.37 -0.95
Sb -1.98 -2.25 -0.64
C -3.03 -2.18 1.25
C -3.65 -1.72 -1.86
H -3.02 -4.70 -0.71
H -1.29 -4.87 -0.30
H -1.78 -4.58 -1.99
H -4.10 -2.32 1.08
H -2.87 -1.21 1.73
H -2.65 -2.96 1.90
H -4.42 -2.47 -1.70
H -3.34 -1.71 -2.90
H -4.02 -0.74 -1.57
```

---

(8)
A gas-phase ion, C2H4ClN2 (charge +1) at a distorted geometry, computed with the ωB97M-V functional and the def2-TZVPD basis.

Largest force on an atom = 5.1 eV/Å
LUMO energy = -6.50 eV
Highest occupied orbital energy = -14.925 eV
Orbital gap = 8.43 eV
Net charge = +1

Structure (XYZ):
```
9
C2H4ClN2 (the ωB97M-V functional and the def2-TZVPD basis)
C 1.47 0.00 -0.45
C -0.57 0.66 -0.01
N 0.24 -0.57 -0.05
N -0.25 -1.71 -0.07
Cl 2.59 0.49 0.46
H -1.60 0.53 -0.38
H -0.74 0.86 1.05
H 0.09 1.40 -0.51
H -1.23 -1.67 -0.05
```

---

Q: Number 5 is which compound?
A: C3H7NO3

---

Q: Number 1 is which compound?
A: C17H26N4O3

---

Q: Which value of net charge does entry 6 give?
A: +1